Entry from the Open Molecules 2025 dataset: the ion C6H11N2O2 with charge +1 in a non-equilibrium geometry (the ωB97M-V functional and the def2-TZVPD basis).

Summary:
charge: +1
electronic energy: -494.88934 Ha
structure (SMILES): CC(=O)O/C=N\C(C)=C\[NH3+]
gap between HOMO and LUMO: 9.05 eV
energy relative to the best compared isomer or geometry (same formula, charge and spin): 80.90 kcal/mol
2S+1: 1
F_max: 5.351 eV/Å

Last column: natural (NBO) charge in e.
Atoms and positions in Å:
C  -2.240  0.634  3.625  -0.733
C  -2.471  -0.121  2.368  0.805
O  -3.441  -0.708  2.013  -0.517
O  -1.320  -0.075  1.557  -0.502
C  -1.327  -0.755  0.420  0.490
N  -0.240  -0.880  -0.313  -0.480
C  0.872  -0.494  -1.083  0.293
C  0.526  0.861  -1.710  -0.682
C  2.155  -0.996  -1.546  -0.284
N  2.972  -0.218  -2.468  -0.674
H  -2.274  -0.060  4.465  0.269
H  -3.049  1.348  3.770  0.266
H  -1.281  1.142  3.607  0.245
H  -2.230  -1.291  0.140  0.222
H  0.550  0.822  -2.800  0.221
H  1.191  1.646  -1.338  0.226
H  -0.484  1.156  -1.432  0.259
H  2.571  -1.921  -1.202  0.237
H  2.971  -0.635  -3.412  0.439
H  3.942  -0.198  -2.127  0.448
H  2.607  0.743  -2.533  0.453